The following is a DFT calculation (wB97M-V/def2-TZVPD) of a cluster of 8 separate species, C28H57ClO10S7 in total at a distorted geometry.

Properties
DFT total energy = -5100.6334 Ha
E_LUMO = 0.011 Eh
HOMO = -8.3215 eV

Positions of all 103 atoms, in Å:
C1 0.238 0.087 0.321
C2 1.054 -0.704 -0.068
C3 1.924 -1.761 -0.605
C4 1.070 -2.691 -1.513
C5 0.561 -3.937 -0.749
C6 -0.904 -3.876 -0.336
O1 -1.100 -5.062 0.481
C7 -2.257 -5.684 0.212
O2 -2.690 -6.632 0.794
C8 -2.903 -4.992 -0.969
C9 -2.012 -3.852 -1.467
C10 -2.588 -2.385 -1.350
C11 -3.851 -2.286 -0.614
C12 -4.943 -2.306 -0.111
C13 -1.467 -3.980 -2.898
C14 -2.473 -4.182 -4.019
O3 -2.114 -4.232 -5.149
Cl1 -4.223 -4.291 -3.677
H1 -0.616 0.691 0.515
H2 2.426 -2.311 0.188
H3 2.705 -1.294 -1.208
H4 0.260 -2.071 -1.889
H5 1.727 -3.028 -2.315
H6 0.771 -4.873 -1.271
H7 1.132 -3.998 0.179
H8 -1.059 -3.084 0.397
H9 -3.959 -4.791 -0.805
H10 -2.931 -5.729 -1.782
H11 -2.761 -1.982 -2.353
H12 -1.864 -1.707 -0.895
H13 -5.834 -2.020 0.413
H14 -0.935 -3.070 -3.166
H15 -0.726 -4.782 -2.940
C15 2.163 3.566 0.959
S1 3.101 3.024 -0.476
O4 3.456 1.598 -0.249
C16 4.577 3.991 -0.150
H16 1.219 3.022 0.942
H17 2.708 3.331 1.870
H18 1.976 4.633 0.899
H19 4.979 3.732 0.828
H20 4.329 5.050 -0.185
H21 5.303 3.754 -0.927
C17 7.392 -0.020 -2.185
S2 5.630 -0.056 -1.815
O5 5.282 -1.468 -1.496
C18 5.078 0.251 -3.499
H22 7.929 -0.236 -1.263
H23 7.633 -0.776 -2.934
H24 7.666 0.972 -2.544
H25 5.469 -0.521 -4.162
H26 5.420 1.236 -3.817
H27 3.990 0.225 -3.500
C19 2.313 7.695 3.543
S3 3.271 7.220 2.099
O6 3.635 5.785 2.270
C20 4.725 8.191 2.507
H28 1.366 7.160 3.508
H29 2.857 7.422 4.447
H30 2.126 8.769 3.517
H31 5.113 7.894 3.481
H32 4.461 9.250 2.510
H33 5.479 8.006 1.744
C21 -5.931 -4.206 -8.042
S4 -4.212 -3.692 -8.164
O7 -3.978 -3.267 -9.569
C22 -3.516 -5.338 -7.981
H34 -6.554 -3.323 -8.171
H35 -6.155 -4.931 -8.826
H36 -6.111 -4.639 -7.058
H37 -3.903 -5.987 -8.768
H38 -3.775 -5.731 -6.998
H39 -2.435 -5.255 -8.067
C23 8.885 10.006 5.456
S5 7.408 9.164 6.037
O8 6.965 8.259 4.944
C24 6.337 10.608 5.994
H40 9.678 9.266 5.368
H41 8.693 10.455 4.481
H42 9.176 10.769 6.178
H43 6.314 11.018 4.984
H44 6.704 11.353 6.700
H45 5.338 10.291 6.286
C25 -2.739 -6.671 3.880
S6 -4.373 -6.138 4.395
O9 -4.191 -5.173 5.512
C26 -4.857 -7.708 5.128
H46 -2.236 -5.822 3.425
H47 -2.173 -7.011 4.749
H48 -2.830 -7.467 3.144
H49 -4.150 -7.980 5.912
H50 -4.883 -8.475 4.355
H51 -5.850 -7.585 5.555
C27 -9.351 0.838 1.687
S7 -8.273 0.383 0.323
O10 -7.844 -1.021 0.560
C28 -6.899 1.437 0.801
H52 -10.263 0.250 1.602
H53 -8.859 0.616 2.634
H54 -9.593 1.898 1.620
H55 -6.569 1.176 1.807
H56 -7.212 2.481 0.760
H57 -6.089 1.270 0.093



The following is a DFT calculation (wB97M-V/def2-TZVPD) of a cluster of 4 separate species, C28H57F8O16P3 in total at a distorted geometry.

Properties
DFT total energy = -4127.1951 Ha
E_LUMO = -0.099 Eh
SMILES = CCC[C@@H](C)C(=O)O[C@](CCCCCCCOC)(COC(F)(F)F)C(F)(F)C(F)(F)F.COP(=O)(OC)OC.COP(=O)(OC)OC.COP(=O)(OC)OC
HOMO = -9.2957 eV

Positions of all 112 atoms, in Å:
C1 0.363 -0.518 -2.325
C2 0.035 -1.092 -3.856
C3 -0.799 0.071 -4.671
C4 -1.874 -0.498 -5.770
C5 -0.961 -1.178 -6.995
C6 -2.890 -1.658 -5.221
O1 -2.954 -2.805 -5.952
O2 -3.706 -1.622 -4.001
C7 -5.056 -1.095 -4.226
C8 -5.015 0.445 -4.878
C9 -4.041 1.472 -4.039
C10 -4.824 2.881 -3.658
C11 -3.814 4.139 -3.366
C12 -2.932 4.638 -4.655
C13 -3.677 5.730 -5.627
C14 -5.294 5.515 -5.798
O3 -5.624 4.411 -6.756
C15 -7.090 4.113 -6.670
C16 -5.821 -1.031 -2.742
O4 -6.585 0.206 -2.529
C17 -7.862 -0.029 -1.840
F1 -8.322 1.327 -1.356
F2 -7.754 -0.867 -0.607
F3 -8.967 -0.492 -2.758
C18 -6.016 -1.974 -5.211
F4 -7.401 -1.384 -5.079
F5 -5.692 -1.825 -6.679
C19 -6.163 -3.559 -4.855
F6 -5.431 -4.031 -3.662
F7 -7.622 -3.845 -4.587
F8 -5.849 -4.327 -6.109
H1 0.235 -1.404 -1.568
H2 1.490 -0.128 -2.293
H3 -0.389 0.343 -2.044
H4 1.060 -1.393 -4.374
H5 -0.566 -2.085 -3.703
H6 0.020 0.677 -5.293
H7 -1.287 0.891 -3.953
H8 -2.425 0.423 -6.284
H9 -0.443 -2.152 -6.561
H10 -0.093 -0.474 -7.358
H11 -1.657 -1.553 -7.883
H12 -4.590 0.413 -5.993
H13 -6.112 0.902 -4.997
H14 -3.553 0.981 -3.072
H15 -3.123 1.778 -4.726
H16 -5.462 2.663 -2.675
H17 -5.608 3.060 -4.512
H18 -4.479 5.043 -2.973
H19 -3.046 3.818 -2.511
H20 -1.970 5.189 -4.213
H21 -2.521 3.782 -5.340
H22 -3.422 6.841 -5.285
H23 -3.202 5.610 -6.709
H24 -5.882 5.404 -4.779
H25 -5.718 6.500 -6.322
H26 -7.681 4.963 -6.078
H27 -7.575 4.020 -7.734
H28 -7.272 3.116 -6.079
H29 -6.592 -1.932 -2.625
H30 -5.000 -1.180 -1.908
C20 2.384 5.727 1.260
O5 2.646 4.475 1.872
P1 3.020 3.172 0.798
O6 1.710 3.397 0.032
O7 2.715 2.075 2.002
C21 2.304 2.430 3.300
O8 3.395 1.868 -0.276
C22 3.999 0.697 0.232
H31 2.420 6.500 2.026
H32 3.138 5.943 0.500
H33 1.387 5.729 0.814
H34 1.349 2.962 3.275
H35 3.077 3.028 3.802
H36 2.161 1.514 3.876
H37 3.242 0.063 0.704
H38 4.794 0.941 0.945
H39 4.428 0.135 -0.603
C23 2.051 -2.709 5.864
O9 2.697 -2.169 7.005
P2 2.650 -0.446 7.156
O10 3.277 -0.284 5.766
O11 3.885 -0.497 8.260
C24 4.515 -1.684 8.677
O12 2.603 1.276 7.308
C25 2.901 1.875 8.552
H40 1.926 -3.781 6.012
H41 1.070 -2.250 5.731
H42 2.664 -2.554 4.973
H43 4.989 -2.191 7.832
H44 3.800 -2.346 9.186
H45 5.297 -1.422 9.392
H46 3.986 1.914 8.694
H47 2.424 1.334 9.375
H48 2.532 2.906 8.540
C26 11.235 -4.873 7.629
O13 10.093 -5.596 7.200
P3 8.580 -4.768 7.338
O14 8.823 -4.527 8.833
O15 7.767 -6.204 7.188
C27 8.400 -7.451 7.034
O16 7.067 -3.941 7.477
C28 5.942 -4.422 6.770
H49 12.125 -5.382 7.260
H50 11.215 -3.857 7.230
H51 11.280 -4.850 8.720
H52 9.033 -7.676 7.897
H53 8.979 -7.481 6.100
H54 7.629 -8.221 6.976
H55 5.503 -5.270 7.305
H56 6.211 -4.709 5.749
H57 5.189 -3.629 6.733



The following is a DFT calculation (wB97M-V/def2-TZVPD) of a cluster of 4 separate species, C28H57O17P3 in total at a distorted geometry.

Properties
DFT total energy = -3403.7256 Ha
E_LUMO = -0.090 Eh
SMILES = CC(C)(C)CC(C)(C)c1ccc(OCCOCCOC(=O)O)cc1.COP(=O)(OC)OC.COP(=O)(OC)OC.COP(=O)(OC)OC
HOMO = -8.2708 eV
ΔE to the lowest compared entry with this formula, charge and spin = 365.4 kcal/mol

Positions of all 105 atoms, in Å:
C1 1.182 0.096 1.132
C2 0.283 -0.440 -0.136
C3 0.775 0.425 -1.393
C4 -1.250 -0.099 0.313
C5 0.566 -2.015 -0.218
C6 0.394 -2.702 -1.654
C7 -0.902 -2.253 -2.492
C8 0.175 -4.301 -1.350
C9 1.760 -2.666 -2.533
C10 1.794 -3.339 -3.961
C11 3.121 -3.353 -4.806
C12 4.438 -2.692 -4.250
O1 5.616 -2.762 -5.066
C13 6.567 -3.588 -4.307
C14 5.963 -5.008 -3.865
O2 5.756 -5.062 -2.416
C15 4.604 -5.866 -2.080
C16 4.930 -6.778 -0.770
O3 3.942 -7.825 -0.559
C17 2.850 -7.380 0.218
O4 1.698 -7.822 -0.074
O5 2.937 -6.518 1.338
C18 4.419 -2.009 -2.862
C19 3.092 -2.039 -2.055
H1 2.026 0.769 0.710
H2 0.563 0.725 1.857
H3 1.729 -0.776 1.650
H4 0.211 0.245 -2.367
H5 0.576 1.534 -1.116
H6 1.916 0.378 -1.577
H7 -1.437 1.025 0.377
H8 -1.318 -0.490 1.403
H9 -2.030 -0.685 -0.276
H10 1.598 -2.337 0.188
H11 -0.200 -2.526 0.487
H12 -0.629 -2.186 -3.617
H13 -1.332 -1.236 -2.217
H14 -1.688 -3.098 -2.434
H15 -0.639 -4.461 -0.564
H16 -0.122 -4.787 -2.354
H17 1.207 -4.689 -1.031
H18 0.833 -3.840 -4.335
H19 3.098 -3.892 -5.826
H20 6.929 -3.033 -3.366
H21 7.474 -3.816 -4.985
H22 6.784 -5.798 -4.083
H23 5.045 -5.342 -4.453
H24 3.771 -5.138 -1.753
H25 4.272 -6.599 -2.888
H26 5.115 -6.119 0.157
H27 5.933 -7.311 -0.983
H28 2.184 -6.784 1.927
H29 5.349 -1.488 -2.423
H30 3.109 -1.537 -1.022
C20 1.296 5.090 6.535
O6 0.786 4.264 5.491
P1 0.461 2.640 5.962
O7 0.262 2.214 4.512
O8 -0.965 3.089 6.629
C21 -1.914 3.783 5.836
O9 0.202 1.050 6.553
C22 1.257 0.135 6.275
H31 1.380 6.112 6.163
H32 0.621 5.084 7.397
H33 2.284 4.738 6.839
H34 -1.734 3.669 4.765
H35 -1.881 4.846 6.091
H36 -2.911 3.404 6.064
H37 2.220 0.570 6.549
H38 1.256 -0.131 5.216
H39 1.096 -0.768 6.865
C23 -2.623 1.345 -7.319
O10 -1.924 1.778 -6.155
P2 -0.221 1.529 -6.215
O11 -0.076 1.859 -4.734
O12 -0.019 2.877 -7.125
C24 -0.516 4.114 -6.648
O13 1.452 1.191 -6.391
C25 1.880 -0.017 -5.770
H40 -3.673 1.628 -7.222
H41 -2.213 1.819 -8.216
H42 -2.554 0.259 -7.413
H43 -0.701 4.108 -5.572
H44 -1.449 4.349 -7.168
H45 0.211 4.896 -6.873
H46 1.218 -0.841 -6.044
H47 1.897 0.102 -4.685
H48 2.890 -0.246 -6.114
C26 -8.220 4.019 3.692
O14 -7.012 4.140 4.439
P3 -6.946 5.519 5.468
O15 -5.461 5.303 5.736
O16 -7.849 4.753 6.599
C27 -7.419 3.498 7.096
O17 -7.000 6.938 6.431
C28 -6.342 8.065 5.863
H49 -8.200 3.074 3.147
H50 -9.088 4.023 4.358
H51 -8.300 4.841 2.978
H52 -6.358 3.313 6.911
H53 -8.006 2.706 6.622
H54 -7.597 3.465 8.171
H55 -6.656 8.208 4.827
H56 -5.259 7.933 5.909
H57 -6.613 8.951 6.439



The following is a DFT calculation (wB97M-V/def2-TZVPD) of a structure of composition C28H58GeO5RuSSbSi3 at a distorted geometry.

Properties
DFT total energy = -5156.4777 Ha
<S²> = 6.011
E_LUMO (spin up / spin down) = -0.073 / -0.134 Eh
total charge = +1
HOMO (spin up / spin down) = -10.6992 / -10.9558 eV
multiplicity = 5
ΔE to the lowest compared entry with this formula, charge and spin = 0.7 kcal/mol

Positions of all 98 atoms, in Å:
Ru1 -0.861 0.705 18.116
C1 -4.686 0.673 20.437
C2 -3.417 0.102 19.929
C3 -2.458 -0.187 21.049
C4 -3.636 -1.172 19.101
O1 -2.792 0.959 18.943
Ge1 -2.992 2.963 19.019
O2 -1.964 3.002 20.593
C5 -1.906 3.966 21.644
C6 -3.193 4.016 22.491
C7 -1.757 5.349 21.011
C8 -0.754 3.576 22.547
O3 -1.354 2.820 17.906
C9 -1.352 3.543 16.598
C10 -2.436 2.950 15.685
C11 -1.640 4.988 16.856
C12 -0.071 3.303 15.916
H1 -5.311 -0.012 21.035
H2 -5.295 0.893 19.561
H3 -4.535 1.612 20.980
H4 -2.916 -0.940 21.692
H5 -2.207 0.675 21.626
H6 -1.501 -0.589 20.616
H7 -3.947 -2.056 19.607
H8 -2.657 -1.470 18.707
H9 -4.305 -0.939 18.266
H10 -4.058 4.222 21.862
H11 -3.159 4.814 23.233
H12 -3.508 3.067 22.987
H13 -2.694 5.746 20.636
H14 -1.012 5.319 20.204
H15 -1.415 6.128 21.742
H16 -0.988 2.614 23.038
H17 -0.528 4.312 23.291
H18 -0.165 1.730 20.432
H19 -3.405 3.418 15.960
H20 -2.500 1.830 15.822
H21 -2.336 3.069 14.639
H22 -2.681 5.122 17.071
H23 -1.518 5.560 15.927
H24 -1.093 5.509 17.651
H25 -0.080 2.313 15.427
H26 0.791 3.330 16.565
H27 0.017 4.077 15.163
O4 1.386 5.203 21.847
C13 1.341 4.100 21.392
O5 0.413 3.200 21.728
C14 2.320 3.460 20.406
C15 3.495 4.207 20.197
C16 4.311 3.984 19.121
C17 3.995 2.901 18.298
C18 2.941 1.995 18.636
C19 2.044 2.315 19.631
S1 0.784 1.023 19.969
H28 3.607 5.042 20.872
H29 5.165 4.552 18.797
H30 4.636 2.620 17.507
H31 2.751 1.088 18.037
C20 0.536 0.612 12.729
Si1 1.375 -0.542 14.015
C21 2.887 0.336 14.785
C22 1.660 -2.246 13.180
Sb1 -0.206 -0.974 16.122
Si2 -2.473 -1.762 14.980
C23 -3.585 -2.621 16.144
C24 -2.100 -3.039 13.621
C25 -3.326 -0.299 14.155
Si3 0.781 -2.855 17.448
C26 2.355 -2.074 18.116
C27 -0.243 -3.308 18.952
C28 1.211 -4.272 16.246
H32 1.239 1.040 12.080
H33 -0.092 1.369 13.191
H34 -0.034 -0.017 12.059
H35 2.859 0.396 15.879
H36 2.933 1.365 14.432
H37 3.779 -0.187 14.534
H38 2.314 -2.029 12.276
H39 0.713 -2.708 12.983
H40 2.260 -2.874 13.827
H41 -3.089 -3.236 16.942
H42 -4.142 -3.362 15.496
H43 -4.406 -2.011 16.555
H44 -1.645 -3.933 14.064
H45 -1.528 -2.760 12.737
H46 -3.099 -3.404 13.345
H47 -3.664 0.532 14.774
H48 -4.211 -0.732 13.671
H49 -2.657 0.073 13.355
H50 2.214 -1.438 18.963
H51 3.004 -1.521 17.463
H52 3.061 -2.876 18.438
H53 -0.385 -2.402 19.596
H54 0.306 -4.055 19.512
H55 -1.252 -3.725 18.754
H56 2.070 -3.945 15.652
H57 0.427 -4.536 15.571
H58 1.652 -5.164 16.750



- Number 3 is which compound?
  C28H57O17P3



- The highest DFT total energy belongs to which entry?
  C28H57O17P3



- DFT total energy of number 2 (C28H57F8O16P3)?
  -4127.1951 Ha